# 1
Density functional theory data (ωB97M-V/def2-TZVPD) for a 2-piece molecular cluster, C7H9N3O2 overall in a non-equilibrium geometry.

Summary:
HOMO-LUMO gap: 9.96 eV
Strongest force on any atom: 2.4 eV Å⁻¹
Charge: 0
ΔE to the lowest compared entry with this formula, charge and spin: 166.8 kcal/mol
SMILES: [O-][N+]1=NO1.Cc1ccnc(C)c1

Geometry (Å):
C (0.757, 1.092, -1.343)
C (0.897, -0.295, 0.582)
C (0.021, 0.084, -1.939)
C (1.212, 0.905, -0.041)
C (0.158, -1.257, -0.101)
C (2.033, 1.943, 0.658)
C (-0.195, -2.572, 0.519)
N (-2.926, -0.317, 1.208)
N (-0.271, -1.057, -1.339)
N (-3.153, 0.294, 0.197)
O (-2.860, 1.184, 1.248)
O (-3.427, 0.420, -0.918)
H (0.972, 2.003, -1.883)
H (1.220, -0.494, 1.594)
H (-0.365, 0.190, -2.946)
H (1.847, 2.932, 0.249)
H (1.818, 1.949, 1.724)
H (3.092, 1.716, 0.530)
H (0.654, -3.252, 0.452)
H (-0.457, -2.452, 1.567)
H (-1.027, -3.015, -0.021)

# 2
Density functional theory data (ωB97M-V/def2-TZVPD) for an isolated ion of composition C7H9N4 and charge +1 in a non-equilibrium geometry.

Summary:
HOMO-LUMO gap (spin up / spin down): 8.93 / 4.09 eV
Strongest force on any atom: 6.2 eV Å⁻¹
Charge: +1
ΔE to the lowest compared entry with this formula, charge and spin: 174.4 kcal/mol

Geometry (Å):
C (-2.154, 2.507, -0.338)
C (-3.398, 0.241, -0.541)
C (-2.941, 1.431, -0.683)
C (0.765, -0.041, 0.116)
C (-2.715, -1.040, -0.016)
C (-1.602, -0.801, 0.976)
C (2.946, 0.902, -0.399)
N (-1.785, 3.412, 0.234)
N (1.804, 0.102, -0.459)
N (-0.464, -0.291, 0.229)
N (3.034, 1.960, 0.527)
H (-4.275, -0.068, -1.169)
H (-3.410, -1.748, 0.416)
H (-2.397, -1.476, -0.938)
H (-1.931, -0.150, 1.711)
H (-1.342, -1.856, 1.372)
H (3.772, 0.084, -0.191)
H (3.216, 1.154, -1.412)
H (3.927, 1.996, 0.951)
H (2.277, 2.113, 1.176)

# 3
Density functional theory data (ωB97M-V/def2-TZVPD) for a 2-piece molecular cluster, C7H9N4O2P overall in a non-equilibrium geometry.

Summary:
HOMO-LUMO gap (spin up / spin down): 6.00 / 6.16 eV
Strongest force on any atom: 3.5 eV Å⁻¹
Charge: 0
ΔE to the lowest compared entry with this formula, charge and spin: 102.1 kcal/mol

Geometry (Å):
C (-2.344, 2.068, -1.257)
C (2.061, -2.468, -1.520)
C (-2.226, 1.154, -0.237)
C (1.829, -1.788, -0.379)
C (-0.327, 1.303, -1.290)
C (-0.046, -1.954, -1.427)
C (0.946, 0.996, 2.578)
N (-1.157, 2.104, -1.930)
N (0.851, -2.559, -2.140)
N (-0.864, 0.744, -0.212)
N (0.491, -1.445, -0.295)
O (-1.769, 0.208, 2.971)
O (1.046, 0.148, 1.420)
P (-0.298, -0.461, 0.823)
H (-3.160, 2.725, -1.470)
H (2.955, -2.831, -1.869)
H (-2.842, 0.677, 0.489)
H (2.533, -1.450, 0.378)
H (0.695, 1.228, -1.452)
H (-1.066, -1.920, -1.741)
H (-0.057, 0.789, 2.789)
H (0.977, 2.033, 2.379)
H (1.771, 0.698, 3.392)

# 4
Density functional theory data (ωB97M-V/def2-TZVPD) for one molecule with the formula C7H9N5O2 in a non-equilibrium geometry.

Summary:
HOMO-LUMO gap: 8.17 eV
Strongest force on any atom: 4.4 eV Å⁻¹
Charge: 0
ΔE to the lowest compared entry with this formula, charge and spin: 121.7 kcal/mol

Geometry (Å):
C (-1.436, 1.975, -2.209)
C (-0.515, 2.812, -1.649)
C (-0.456, 0.958, -0.586)
C (-0.959, -1.232, 0.489)
C (1.404, -0.204, 0.765)
C (-0.016, -0.061, 0.372)
C (2.056, -1.520, 0.258)
N (-1.382, 0.807, -1.472)
N (1.675, -0.139, 2.162)
N (0.733, 0.149, 2.851)
N (-0.352, 0.515, 2.344)
N (-1.446, -1.727, -0.690)
O (-1.123, -1.839, 1.529)
O (0.133, 2.167, -0.690)
H (-2.247, 1.996, -2.997)
H (-0.045, 3.616, -2.016)
H (2.030, 0.608, 0.344)
H (1.703, -2.433, 0.868)
H (3.136, -1.674, 0.468)
H (1.768, -1.526, -0.799)
H (-1.341, 0.400, 2.758)
H (-1.436, -1.038, -1.413)
H (-1.884, -2.610, -0.688)

# 5
Density functional theory data (ωB97M-V/def2-TZVPD) for a 2-piece molecular cluster, C7H9NO overall in a non-equilibrium geometry.

Summary:
HOMO-LUMO gap (spin up / spin down): 8.04 / 8.04 eV
Strongest force on any atom: 3.3 eV Å⁻¹
Charge: 0
ΔE to the lowest compared entry with this formula, charge and spin: 159.0 kcal/mol

Geometry (Å):
C (1.193, -1.892, -0.109)
C (0.034, -2.064, -0.716)
C (-0.194, 0.849, -2.209)
C (-0.519, -0.607, 2.046)
C (0.283, -0.707, -0.190)
C (-0.459, 0.798, 2.511)
C (0.592, 0.578, -0.944)
N (-0.708, 1.981, -2.357)
O (-0.750, -1.667, 2.569)
H (2.277, -2.223, 0.214)
H (-0.676, -2.758, -1.054)
H (-0.424, 0.092, -2.854)
H (-1.495, 1.084, 2.315)
H (0.125, 1.454, 1.829)
H (-0.116, 0.836, 3.631)
H (1.689, 0.691, -1.123)
H (0.458, 1.443, -0.302)
H (-1.310, 2.113, -3.257)

# 6
Density functional theory data (ωB97M-V/def2-TZVPD) for one molecule with the formula C7H9NO in a non-equilibrium geometry.

Summary:
HOMO-LUMO gap: 8.95 eV
Strongest force on any atom: 3.1 eV Å⁻¹
Charge: 0
ΔE to the lowest compared entry with this formula, charge and spin: 22.7 kcal/mol
SMILES: CCc1cccc(=O)[nH]1

Geometry (Å):
C (1.306, -1.779, -0.085)
C (0.044, -1.179, 0.155)
C (2.430, 0.352, 0.145)
C (2.503, -1.073, -0.062)
C (-0.023, 0.192, 0.084)
C (-2.682, 0.478, 0.229)
C (-1.293, 0.973, -0.194)
N (1.129, 0.847, 0.210)
O (3.332, 1.183, 0.152)
H (1.275, -2.862, -0.271)
H (-0.894, -1.687, -0.071)
H (3.486, -1.547, -0.471)
H (-3.386, 1.280, 0.596)
H (-2.688, -0.214, 1.104)
H (-3.235, 0.051, -0.672)
H (-1.067, 2.090, 0.286)
H (-1.407, 1.050, -1.331)
H (1.170, 1.844, 0.196)